Entry 1:
Density functional theory data (ωB97M-V with the def2-TZVPD basis set) for a molecular structure, C16H40F2K3NO12S2 in a non-equilibrium geometry.

The charge is +1. The HOMO-LUMO gap (spin up / spin down) is 3.3 / 8.2 eV. As for the expectation value of S²: 0.75. The value obtained for the total energy is -4386.68587 a.u. The HOMO energy (spin up / spin down) comes out at -6.24 / -11.23 eV. Its max |F| is 9.8 eV/A. Its multiplicity is 2.

Each line ends with the Mulliken charge.
CARTESIAN COORDINATES (ANGSTROEM)
K  -3.3421  -1.1093  -3.1403  0.37
K  -3.1041  2.2470  -3.0453  0.40
K  1.9099  -2.4369  1.0609  0.94
N  -1.8036  0.3046  -1.5843  0.12
S  -2.5409  0.3521  -0.0384  1.24
O  -3.1476  1.6158  0.3574  -0.58
O  -1.9399  -0.4689  1.0339  -0.43
F  -3.8041  -0.4777  -0.4795  -0.22
S  -0.4211  0.6257  -1.0687  0.49
O  0.4696  -0.4319  -0.5280  -0.42
O  -0.2546  1.9246  -0.4324  -0.55
F  0.3088  0.8868  -2.5112  -0.29
C  -2.9023  4.4077  -5.9191  -0.79
O  -2.0781  3.5920  -5.1189  -0.32
C  -0.7782  4.1071  -5.0484  -0.58
C  -0.5322  5.0866  -3.8723  -0.49
O  -0.9544  4.6065  -2.5648  -0.18
C  -0.4679  5.3472  -1.5020  -0.86
H  -3.9283  4.1053  -5.7091  0.25
H  -2.9150  4.2009  -6.9892  0.31
H  -2.8240  5.4879  -5.7959  0.33
H  -0.3468  4.4180  -5.9999  0.40
H  -0.2164  3.2079  -4.7956  0.22
H  -1.1351  5.9947  -3.8767  0.36
H  0.5059  5.4157  -3.9187  0.38
H  0.6147  5.4743  -1.5045  0.33
H  -0.8415  4.7914  -0.6420  0.20
H  -0.9690  6.3142  -1.4595  0.36
C  -4.0675  -3.0812  3.1162  -0.68
O  -5.3919  -2.5271  2.8039  -0.38
C  -5.9227  -2.6918  1.4499  -0.09
C  -6.3073  -4.1106  1.0931  -0.41
O  -7.2521  -4.5596  2.0272  -0.31
C  -7.5306  -5.9649  1.9001  -0.72
H  -3.8164  -4.1120  2.8665  0.39
H  -3.5187  -2.7058  3.9800  0.35
H  -3.4163  -2.6711  2.3443  0.13
H  -5.2008  -2.0703  0.9201  -0.11
H  -6.7931  -2.0449  1.3403  0.29
H  -5.4453  -4.7609  0.9437  0.31
H  -6.8811  -4.1652  0.1680  0.42
H  -6.7346  -6.5490  1.4384  0.30
H  -8.3837  -6.0678  1.2294  0.28
H  -7.8768  -6.3797  2.8468  0.26
C  3.4397  0.7669  -1.8713  -0.73
O  4.8333  1.1934  -1.8329  -0.32
C  5.5473  0.7855  -2.9480  -0.54
C  7.0213  1.1166  -2.6362  -0.53
O  7.5402  0.1383  -1.6974  -0.30
C  8.7980  0.4967  -1.0355  -0.66
H  2.8717  1.3327  -1.1328  0.27
H  3.3342  -0.3068  -1.7157  0.24
H  2.9584  0.9621  -2.8297  0.32
H  5.2653  1.3134  -3.8590  0.38
H  5.3879  -0.2490  -3.2520  0.38
H  7.0563  2.0726  -2.1137  0.34
H  7.4959  0.9801  -3.6079  0.33
H  8.5801  1.4472  -0.5483  0.30
H  9.5452  0.6460  -1.8149  0.27
H  9.0364  -0.3191  -0.3531  0.21
C  4.7752  -1.5756  6.3214  -0.75
O  3.4707  -1.1488  6.0190  -0.34
C  2.7903  -1.9347  4.9794  -0.47
C  1.2821  -1.5902  4.8061  -0.42
O  0.7015  -2.2363  3.6292  -0.35
C  -0.6361  -1.7471  3.3618  -0.53
H  5.5265  -1.5346  5.5327  0.30
H  4.8544  -2.5940  6.7018  0.32
H  5.1107  -0.9851  7.1740  0.27
H  2.8023  -3.0243  5.0067  0.35
H  3.4621  -1.7251  4.1471  0.24
H  1.2032  -0.5033  4.7838  0.35
H  0.7742  -1.9100  5.7161  0.28
H  -1.3852  -2.1239  4.0582  0.20
H  -0.7862  -2.2071  2.3851  0.19
H  -0.6802  -0.6636  3.2507  0.38

Entry 2:
Density functional theory data (ωB97M-V with the def2-TZVPD basis set) for a molecular structure, C16H40F8K4N4O24S8 in a non-equilibrium geometry.

The HOMO-LUMO gap is 8.3 eV. The value obtained for the total energy is -9042.64873 a.u. The HOMO energy comes out at -9.15 eV. Its max |F| is 4.6 eV/A. As for the relative energy (zero: lowest compared OMol25 entry of this formula, charge and spin): 0.0 kJ/mol. Its multiplicity is 1.

Each line ends with the Mulliken charge.
CARTESIAN COORDINATES (ANGSTROEM)
K  -0.3512  4.0340  -0.6706  0.83
K  1.7424  2.1983  -3.1345  1.01
K  1.9178  -3.3292  -0.5458  0.91
K  -2.4906  1.7050  2.5330  0.45
N  -2.6090  4.3732  1.0752  -0.09
S  -2.9732  5.9094  1.4104  0.95
O  -3.8401  6.2051  2.4825  -0.58
O  -2.9544  6.7448  0.2521  -0.59
F  -1.5192  6.2744  2.0139  -0.31
S  -3.9892  4.0239  0.2158  1.04
O  -4.2152  4.5811  -1.0609  -0.57
O  -5.1323  3.7738  1.0175  -0.63
F  -3.6079  2.5275  -0.1927  -0.10
N  1.9261  -3.6263  -3.2733  -0.39
S  1.3529  -2.2362  -3.7657  0.80
O  0.9451  -2.1190  -5.1245  -0.59
O  1.8970  -1.0725  -3.1375  -0.13
F  -0.0633  -2.3864  -3.0289  -0.37
S  3.1710  -3.8997  -4.3277  0.90
O  4.2337  -2.9677  -4.2347  -0.50
O  2.7987  -4.4772  -5.5650  -0.57
F  3.7060  -5.1478  -3.4736  -0.30
N  -2.7210  1.8913  -4.9280  -0.69
S  -1.4454  0.9631  -5.0214  1.11
O  -1.4939  -0.3043  -4.3820  -0.53
O  -0.2230  1.7068  -4.8462  -0.67
F  -1.4945  0.6469  -6.5601  -0.27
S  -3.0325  2.0599  -3.3615  1.04
O  -1.9675  2.6649  -2.6090  -0.31
O  -3.8097  1.0374  -2.7758  -0.57
F  -4.0430  3.2440  -3.5552  -0.29
N  0.8474  1.5840  -0.5810  -0.17
S  1.4053  1.4050  0.8797  0.44
O  2.4079  0.4434  1.1493  -0.37
O  0.3873  1.5956  1.8658  -0.60
F  2.2374  2.7777  0.9260  -0.32
S  -0.2180  0.2362  -0.5326  0.93
O  -1.4901  0.5153  0.0249  -0.64
O  0.3362  -1.0594  -0.3777  -0.19
F  -0.4780  0.3422  -2.0530  0.14
C  5.0332  1.4491  -1.2356  -0.77
O  4.3138  1.2588  -2.4375  -0.13
C  4.9441  0.3713  -3.3427  -0.34
C  4.5911  0.6514  -4.7824  -0.80
O  3.2022  0.5699  -4.9937  0.08
C  2.8618  0.1698  -6.3095  -0.83
H  5.0562  0.5297  -0.6472  0.17
H  4.5257  2.2157  -0.6475  0.18
H  6.0216  1.8677  -1.4486  0.38
H  4.6914  -0.6725  -3.1189  0.11
H  6.0383  0.4120  -3.2444  0.53
H  5.1122  -0.1259  -5.3588  0.41
H  4.9931  1.6102  -5.1426  0.31
H  1.7733  0.1753  -6.3659  0.09
H  3.2163  -0.8430  -6.5043  0.34
H  3.1657  0.9109  -7.0590  0.31
C  -0.0487  0.2125  4.8963  -0.40
O  -1.3359  0.7443  5.1649  -0.41
C  -2.3229  -0.2590  5.3676  -0.50
C  -2.3104  -1.4238  4.4027  -0.78
O  -2.1909  -0.8956  3.0977  0.73
C  -2.0857  -1.9311  2.1261  -0.45
H  0.6478  1.0410  5.0168  0.29
H  0.0302  -0.1831  3.8837  -0.08
H  0.2480  -0.5379  5.6401  0.35
H  -3.3078  0.2107  5.3154  0.05
H  -2.2024  -0.6111  6.4013  0.42
H  -3.2770  -1.9381  4.4905  0.44
H  -1.5265  -2.1592  4.6198  0.34
H  -2.8605  -2.6858  2.2877  0.48
H  -1.0669  -2.3264  2.1339  -0.07
H  -2.3211  -1.4793  1.1670  -0.13
C  -5.3407  3.0919  4.0608  -1.04
O  -5.0057  2.0056  3.2202  0.47
C  -6.0634  1.0853  3.0582  -0.78
C  -5.5167  -0.2392  2.5273  -0.61
O  -4.5777  -0.1829  1.4927  0.26
C  -5.0987  -0.0140  0.1912  -0.69
H  -6.2364  3.6241  3.7380  0.30
H  -4.5361  3.8293  4.0020  0.20
H  -5.3758  2.7662  5.1057  0.35
H  -6.8345  1.5298  2.4231  0.35
H  -6.4911  0.7954  4.0295  0.41
H  -6.3977  -0.8062  2.1837  0.43
H  -5.0903  -0.8079  3.3568  0.13
H  -4.2881  -0.0574  -0.5324  0.01
H  -5.5284  0.9837  0.0360  0.24
H  -5.8869  -0.7376  -0.0450  0.39
C  2.6138  -2.9709  3.0766  -0.70
O  2.8809  -2.3003  1.8513  0.00
C  4.2516  -2.0887  1.5638  -0.23
C  5.0807  -3.3508  1.4517  -0.78
O  4.5279  -4.2302  0.4834  -0.11
C  5.4702  -5.2330  0.1268  -0.87
H  2.9859  -3.9981  3.0436  0.29
H  1.5312  -3.0095  3.1791  0.06
H  3.0407  -2.4424  3.9319  0.30
H  4.7134  -1.2908  2.1493  0.46
H  4.1897  -1.6944  0.5395  -0.18
H  5.0372  -3.8380  2.4359  0.39
H  6.1086  -3.0822  1.1967  0.51
H  5.7543  -5.8216  1.0019  0.32
H  6.3327  -4.7937  -0.3804  0.33
H  4.9902  -5.8883  -0.5984  0.25

Entry 3:
Density functional theory data (ωB97M-V with the def2-TZVPD basis set) for a molecular structure, C16H40IrN6O in a non-equilibrium geometry.

The charge is +2. The HOMO-LUMO gap (spin up / spin down) is 6.7 / 9.7 eV. As for the expectation value of S²: 0.77. The value obtained for the total energy is -1141.19594 a.u. The HOMO energy (spin up / spin down) comes out at -12.06 / -14.83 eV. Its max |F| is 1.3 eV/A. As for the relative energy (zero: lowest compared OMol25 entry of this formula, charge and spin): 54.5 kJ/mol. Its multiplicity is 2.

Each line ends with the Mulliken charge.
CARTESIAN COORDINATES (ANGSTROEM)
Ir  0.1202  -0.0082  0.0110  4.88
C  -2.6456  -1.1781  2.1632  -0.95
C  -1.7306  -0.0799  2.7323  -0.86
N  -1.1556  0.8616  1.7408  -0.88
C  -0.4170  1.9400  2.4670  -0.73
C  0.5138  2.7777  1.5951  -1.16
N  1.4132  1.9656  0.7660  -0.39
C  2.7387  1.5741  1.2590  -1.08
C  2.7844  0.6745  2.4867  -0.88
C  1.8485  -0.5347  2.6104  -0.93
N  1.2581  -1.1552  1.3888  -1.09
C  0.5305  -2.3839  1.8246  -0.94
C  -0.3848  -2.8777  0.7286  -1.01
N  -1.1688  -1.7710  0.1523  -0.57
C  -2.5294  -1.5622  0.6863  -0.47
H  -3.6865  -0.8760  2.2932  0.48
H  -2.5289  -2.0604  2.7958  0.33
H  -0.8880  -0.5221  3.2531  0.18
H  -2.2832  0.4792  3.4923  0.63
H  -1.9526  1.3065  1.2872  0.41
H  0.1564  1.4595  3.2569  0.39
H  -1.1287  2.6021  2.9666  0.55
H  1.0582  3.4688  2.2472  0.48
H  -0.0769  3.4021  0.9194  0.41
H  1.5871  2.4744  -0.0927  0.36
H  3.3448  2.4601  1.4721  0.51
H  3.2156  1.0591  0.4219  0.31
H  2.6325  1.2701  3.3899  0.35
H  3.8167  0.3273  2.5503  0.43
H  1.0085  -0.2833  3.2503  0.29
H  2.3875  -1.3252  3.1385  0.61
H  2.0258  -1.4645  0.7894  0.57
H  -0.0299  -2.1510  2.7262  0.51
H  1.2506  -3.1569  2.1003  0.62
H  -1.0343  -3.6742  1.0998  0.57
H  0.2132  -3.2994  -0.0811  0.29
H  -1.2511  -1.9449  -0.8515  -0.04
H  -3.1357  -2.4576  0.5200  0.57
H  -2.9691  -0.7743  0.0782  -0.18
N  -1.0073  1.2718  -1.3160  -1.04
C  -2.3252  1.0270  -2.0119  -0.71
C  -2.3463  0.2394  -3.3149  -0.64
C  -2.2481  -1.2801  -3.2857  -0.70
N  -0.8980  -1.7133  -2.9132  -0.59
H  -1.1904  2.0768  -0.7202  0.29
H  -0.3842  1.6452  -2.0271  0.33
H  -2.7206  2.0177  -2.2438  0.52
H  -3.0049  0.5820  -1.2861  0.23
H  -1.5991  0.6434  -4.0089  0.26
H  -3.3109  0.4931  -3.7604  0.42
H  -2.5544  -1.6545  -4.2658  0.48
H  -2.9648  -1.6794  -2.5608  0.37
H  -0.2353  -1.3025  -3.5636  0.24
H  -0.7855  -2.7149  -3.0463  0.25
C  2.6766  -2.4147  -1.8716  -0.72
O  2.4648  -1.2831  -1.0020  -0.52
C  1.4789  -0.3737  -1.2805  0.70
C  1.7625  0.3183  -2.5843  -1.53
H  3.6216  -2.8567  -1.5726  0.31
H  2.7368  -2.1217  -2.9168  0.34
H  1.8683  -3.1344  -1.7374  0.19
H  2.0857  -0.3631  -3.3726  0.43
H  2.6088  0.9911  -2.4093  0.24
H  0.9381  0.8994  -2.9864  0.29